(1)
C29H58BNO6S3 | the ωB97M-V functional and the def2-TZVPD basis

E_tot: -2865.31105 Eh
SMILES: CCCCCCCCCCCCCCCCB(CCCO)CCCSC(=S)N1CCOCC1.O=S1(=O)OCCO1
Orbital gap: 8.3 eV
Spin multiplicity: 1
HOMO energy: -8.24 eV

Each line ends with the Löwdin charge.
Element x y z (Å)
C -2.58 -5.05 2.84  -0.1063
C -1.60 -5.97 2.10  -0.2542
C -0.14 -5.66 2.41  -0.2183
C 0.39 -4.42 1.70  -0.2097
C 0.44 -4.53 0.18  -0.2012
C 1.34 -3.47 -0.50  -0.2346
C 2.44 -4.07 -1.38  -0.2013
C 3.01 -3.06 -2.37  -0.2161
C 4.00 -2.08 -1.72  -0.2051
C 3.82 -0.66 -2.25  -0.2172
C 4.87 0.37 -1.81  -0.2069
C 5.13 0.41 -0.29  -0.2117
C 5.00 1.82 0.30  -0.1931
C 3.55 2.34 0.13  -0.2025
C 2.70 2.28 1.41  -0.2048
C 2.40 0.83 1.84  -0.1267
B 0.99 0.48 2.40  -0.3353
C 0.07 1.59 3.05  -0.1077
C -0.97 2.23 2.11  -0.2081
C -1.62 3.49 2.68  -0.2561
O -2.64 3.20 3.64  -0.0662
C 0.55 -1.05 2.34  -0.1461
C -0.88 -1.38 1.90  -0.2469
C -0.93 -1.67 0.40  -0.3960
S 0.02 -0.39 -0.49  0.9517
C -0.84 -0.50 -2.06  -1.0472
S -0.15 -1.34 -3.28  0.7351
N -1.98 0.22 -2.21  -0.1433
C -2.55 0.93 -1.05  -0.1597
C -3.72 1.85 -1.45  -0.1731
O -4.26 1.53 -2.71  -0.1238
C -4.36 0.13 -2.83  -0.1929
C -2.98 -0.43 -3.09  -0.1607
H -2.16 -4.73 3.80  0.0723
H -3.52 -5.55 3.05  0.0660
H -2.81 -4.16 2.25  0.0593
H -1.82 -7.02 2.34  0.1016
H -1.77 -5.87 1.02  0.0963
H 0.49 -6.53 2.16  0.1094
H -0.06 -5.49 3.49  0.1064
H 1.39 -4.21 2.08  0.1230
H -0.23 -3.56 1.98  0.0629
H 0.76 -5.54 -0.10  0.1171
H -0.58 -4.41 -0.22  0.1055
H 1.80 -2.86 0.29  0.0936
H 0.74 -2.79 -1.11  0.0298
H 2.03 -4.93 -1.92  0.1079
H 3.25 -4.46 -0.75  0.1175
H 3.51 -3.60 -3.18  0.1095
H 2.19 -2.50 -2.83  0.0337
H 5.03 -2.41 -1.91  0.1183
H 3.87 -2.10 -0.63  0.0968
H 3.85 -0.72 -3.34  0.1168
H 2.82 -0.30 -1.99  0.0881
H 4.52 1.35 -2.14  0.1030
H 5.81 0.19 -2.34  0.1088
H 4.44 -0.25 0.23  0.0799
H 6.13 0.03 -0.08  0.1093
H 5.27 1.81 1.36  0.1062
H 5.71 2.49 -0.19  0.1061
H 3.54 3.36 -0.27  0.1091
H 3.04 1.72 -0.62  0.0945
H 3.24 2.78 2.21  0.1127
H 1.78 2.84 1.23  0.0992
H 2.55 0.16 0.99  0.0742
H 3.15 0.52 2.60  0.1313
H -0.46 1.19 3.93  0.1161
H 0.71 2.40 3.40  0.1054
H -1.78 1.52 1.90  0.0911
H -0.52 2.47 1.15  0.0991
H -2.01 4.11 1.87  0.1106
H -0.88 4.08 3.23  0.1216
H -3.25 2.57 3.23  0.0767
H 1.24 -1.58 1.66  0.0704
H 0.73 -1.47 3.34  0.1287
H -1.26 -2.26 2.42  0.0841
H -1.58 -0.57 2.14  0.0973
H -0.45 -2.63 0.18  0.0124
H -1.94 -1.73 0.01  0.0903
H -2.85 0.23 -0.26  0.1092
H -1.77 1.55 -0.64  0.0840
H -3.38 2.88 -1.53  0.1194
H -4.50 1.79 -0.68  0.1258
H -4.82 -0.30 -1.93  0.1292
H -5.02 -0.08 -3.67  0.1311
H -2.94 -1.51 -2.93  0.1132
H -2.70 -0.24 -4.13  0.1103
O -2.42 8.78 -0.58  -0.2134
S -2.34 7.43 -1.00  0.5855
O -1.33 6.57 -0.50  -0.2226
O -2.34 7.41 -2.59  -0.1885
C -3.41 6.60 -3.10  -0.1522
C -4.49 6.73 -2.04  -0.1548
O -3.75 6.70 -0.81  -0.1942
H -3.06 5.57 -3.20  0.1304
H -3.71 6.99 -4.07  0.1356
H -5.19 5.89 -2.05  0.1337
H -5.03 7.67 -2.12  0.1342

=====

(2)
C29H58O28 | the ωB97M-V functional and the def2-TZVPD basis

E_tot: -3246.60167 Eh
Orbital gap: 9.6 eV
Spin multiplicity: 1
HOMO energy: -9.80 eV

Each line ends with the Löwdin charge.
Element x y z (Å)
C 29.24 5.09 21.49  -0.0903
C 27.82 4.90 20.91  -0.1084
O 27.24 6.20 20.94  0.0454
C 28.20 7.13 21.19  -0.5606
O 28.03 8.30 21.26  0.1711
O 29.36 6.52 21.53  0.0566
H 30.02 4.64 20.89  0.1083
H 29.24 4.72 22.51  0.1282
H 27.22 4.24 21.52  0.1206
H 27.91 4.58 19.87  0.0903
C 29.83 1.84 11.65  -0.0772
C 31.28 2.25 11.35  -0.1094
O 31.63 3.10 12.43  0.0440
C 30.70 2.97 13.41  -0.5627
O 30.80 3.51 14.46  0.1488
O 29.76 2.08 13.07  0.0780
H 29.77 0.77 11.46  0.1347
H 29.03 2.32 11.10  0.1093
H 31.30 2.76 10.38  0.1347
H 31.95 1.40 11.25  0.1309
C 31.96 6.46 13.38  -0.0990
C 30.94 6.27 12.27  -0.0836
O 29.75 6.79 12.88  0.0543
C 30.09 7.59 13.91  -0.5583
O 29.33 8.28 14.51  0.1606
O 31.41 7.52 14.16  0.0853
H 32.96 6.66 12.99  0.1396
H 31.99 5.57 14.02  0.0952
H 30.78 5.23 12.02  0.1112
H 31.14 6.84 11.36  0.1375
C 26.15 4.21 12.47  -0.0892
C 24.76 4.17 11.83  -0.1067
O 24.95 3.46 10.61  0.0682
C 26.25 3.13 10.45  -0.5847
O 26.69 2.63 9.47  0.1538
O 26.96 3.43 11.56  0.0307
H 26.23 3.71 13.43  0.1069
H 26.56 5.22 12.51  0.0977
H 24.43 5.19 11.63  0.1239
H 24.00 3.69 12.45  0.1210
C 27.18 10.62 17.15  -0.1076
C 28.65 10.15 17.30  -0.1090
O 28.99 10.49 18.64  0.0567
C 27.94 11.10 19.26  -0.5743
O 27.95 11.47 20.38  0.1690
O 26.85 11.06 18.46  0.0521
H 26.54 9.80 16.83  0.0884
H 27.09 11.46 16.46  0.1275
H 29.32 10.55 16.55  0.1219
H 28.67 9.06 17.25  0.1124
C 29.78 1.01 17.08  -0.0973
C 29.12 2.37 17.29  -0.1041
O 29.45 2.71 18.64  0.0490
C 30.37 1.85 19.12  -0.5843
O 30.92 1.95 20.17  0.1695
O 30.57 0.83 18.25  0.0606
H 30.37 0.98 16.17  0.1216
H 29.04 0.21 17.06  0.1309
H 28.04 2.34 17.19  0.1091
H 29.50 3.16 16.64  0.1057
C 32.88 4.81 16.63  -0.1093
C 32.86 3.90 17.87  -0.0724
O 31.86 4.52 18.68  0.0548
C 31.14 5.40 17.96  -0.5547
O 30.18 5.99 18.33  0.1773
O 31.62 5.46 16.70  0.0373
H 32.92 4.27 15.69  0.1118
H 33.66 5.57 16.73  0.1364
H 33.83 3.89 18.37  0.1350
H 32.50 2.89 17.69  0.1254
O 25.46 2.01 16.87  -0.0540
H 25.77 1.31 16.29  0.0578
H 25.11 2.71 16.29  0.0067
O 25.53 8.80 14.87  -0.0516
H 25.83 7.89 14.97  -0.0035
H 24.65 8.81 15.26  0.0148
O 24.78 4.21 15.46  -0.0334
H 25.20 5.08 15.41  0.0403
H 23.93 4.32 15.01  0.0709
C 24.16 3.49 19.95  -0.0829
C 25.02 2.32 20.38  -0.3046
O 26.16 2.23 19.53  -0.1128
H 23.90 3.41 18.89  0.0649
H 24.68 4.44 20.08  0.0665
H 23.22 3.57 20.52  0.0732
H 24.46 1.38 20.37  0.1071
H 25.43 2.49 21.38  0.1016
H 25.86 2.23 18.61  0.0149
C 27.40 5.60 17.26  -0.0574
C 27.67 5.39 15.79  -0.2571
O 26.99 6.38 14.96  -0.1104
H 27.89 4.79 17.79  0.0492
H 26.34 5.50 17.53  0.0692
H 27.76 6.54 17.66  0.0813
H 27.30 4.43 15.44  0.0942
H 28.74 5.46 15.60  0.1112
H 27.74 6.93 14.69  0.0450
C 27.27 6.87 10.01  -0.0743
C 26.89 7.97 11.00  -0.2923
O 26.13 7.36 12.03  -0.0942
H 27.69 7.33 9.11  0.0781
H 26.40 6.28 9.72  0.0766
H 28.03 6.22 10.43  0.0634
H 26.30 8.75 10.51  0.1139
H 27.84 8.35 11.37  0.1058
H 25.96 7.99 12.73  0.0607
C 24.14 7.76 17.97  -0.0673
C 22.74 7.73 17.40  -0.3049
O 22.79 8.02 16.00  -0.0873
H 24.05 7.52 19.03  0.0889
H 24.55 8.77 17.94  0.0759
H 24.83 7.13 17.41  0.0521
H 22.09 8.42 17.95  0.1136
H 22.30 6.74 17.57  0.1086
H 21.94 7.80 15.60  0.0855

=====

(3)
C29H58O29Rb | the ωB97M-V functional and the def2-TZVPD basis

E_tot: -3344.09651 Eh
Orbital gap: 5.3 eV
Spin multiplicity: 1
Total charge: -1
HOMO energy: -3.50 eV

Each line ends with the Löwdin charge.
Element x y z (Å)
Rb -0.54 2.11 -1.55  1.6583
O -0.93 -0.62 -1.23  -0.4956
C -0.52 -0.06 0.01  -0.2635
C 0.95 0.62 0.13  -0.3306
O 1.56 1.44 -0.86  -0.5368
H -0.70 -0.71 0.87  0.0427
H -1.30 0.70 0.13  0.0674
H 1.62 -0.21 0.35  -0.0015
H 0.82 1.23 1.03  0.0286
C -4.04 3.79 -4.16  -0.0525
O -3.86 2.38 -3.82  -0.0195
C -3.36 2.01 -2.57  -0.5408
O -3.10 2.83 -1.68  -0.0250
O -3.24 0.66 -2.57  0.0205
C -2.65 0.04 -1.42  -0.2277
H -3.17 4.39 -4.40  0.0807
H -4.60 4.30 -3.38  0.0829
H -4.67 4.02 -5.02  0.0771
H -1.60 0.31 -1.35  -0.1117
H -2.66 -1.01 -1.70  0.1132
H -3.23 0.21 -0.51  0.1160
C -2.45 -1.05 0.34  -0.1881
O -3.65 -1.59 -0.16  0.0292
C -3.67 -2.95 -0.46  -0.5297
O -2.78 -3.81 -0.36  0.1133
O -4.78 -3.12 -1.09  0.0348
C -4.93 -4.37 -1.78  -0.0358
H -2.41 0.01 0.07  0.0527
H -1.59 -1.31 -0.27  0.0455
H -2.17 -1.19 1.38  0.0923
H -4.67 -5.22 -1.15  0.0958
H -4.46 -4.44 -2.76  0.0886
H -5.99 -4.49 -2.03  0.0894
C -0.97 -1.88 -2.53  -0.1089
O -2.21 -2.43 -2.80  0.0267
C -3.01 -1.86 -3.69  -0.4932
O -2.85 -0.75 -4.22  0.1241
O -4.06 -2.70 -3.86  -0.0527
C -5.22 -2.31 -4.52  -0.0740
H -0.82 -0.80 -2.56  0.0940
H -0.22 -2.24 -3.23  0.1076
H -0.64 -2.21 -1.54  0.1351
H -5.97 -1.84 -3.88  0.1009
H -5.74 -3.23 -4.77  0.0862
H -5.03 -1.77 -5.45  0.0988
C -1.83 0.23 6.08  -0.0314
O -1.90 0.77 4.74  0.0174
C -0.75 1.29 4.35  -0.4883
O 0.25 1.62 5.10  0.0500
O -0.81 1.57 3.00  0.0170
C 0.20 2.33 2.42  -0.0884
H -2.86 0.00 6.35  0.0953
H -1.48 0.95 6.82  0.0858
H -1.09 -0.56 6.23  0.0994
H 0.21 2.40 1.34  0.1066
H 1.12 1.87 2.78  0.0983
H 0.10 3.37 2.74  0.1307
C -0.13 6.72 -1.78  -0.0283
O 1.11 6.01 -1.62  0.0005
C 1.11 4.65 -1.66  -0.5153
O 0.16 3.86 -1.64  -0.3587
O 2.35 4.26 -1.72  0.0803
C 2.73 2.97 -1.42  -0.1198
H -0.81 6.23 -2.47  0.0925
H -0.01 7.75 -2.12  0.0890
H -0.60 6.77 -0.79  0.0959
H 3.14 2.93 -0.41  0.0439
H 3.57 2.67 -2.06  0.1312
H 2.03 2.17 -1.66  -0.0396
C 3.68 0.86 0.00  -0.1226
O 4.62 -0.07 -0.47  0.0846
C 4.23 -0.96 -1.31  -0.6162
O 3.14 -1.17 -1.79  0.1234
O 5.37 -1.63 -1.66  -0.0069
C 5.45 -2.44 -2.76  -0.1012
H 3.09 0.55 0.87  0.0869
H 3.01 1.19 -0.79  0.0720
H 4.17 1.80 0.24  0.1386
H 4.64 -2.28 -3.48  0.0983
H 5.40 -3.49 -2.47  0.0826
H 6.43 -2.41 -3.23  0.0868
C -0.69 -1.80 2.04  -0.0612
O -1.02 -3.11 2.54  0.0505
C -0.18 -3.70 3.47  -0.5539
O 0.89 -3.26 3.87  0.0704
O -0.66 -4.94 3.70  -0.0129
C 0.10 -6.01 4.37  -0.0050
H -0.57 -1.00 2.77  0.1281
H -1.44 -1.56 1.29  -0.0453
H 0.29 -1.90 1.57  0.1121
H -0.43 -6.95 4.59  0.0983
H 0.52 -5.54 5.26  0.0952
H 1.05 -6.23 3.90  0.0468
C 2.57 -1.40 0.44  -0.0904
O 2.27 -2.71 0.87  0.0377
C 3.15 -3.70 0.55  -0.5106
O 4.19 -3.60 -0.11  0.1365
O 2.70 -4.80 1.11  0.0361
C 1.77 -4.84 2.20  -0.0280
H 2.09 -1.15 -0.51  0.1132
H 3.65 -1.25 0.34  0.1092
H 2.23 -0.67 1.18  0.1007
H 1.85 -4.01 2.91  0.0634
H 1.91 -5.67 2.89  0.0650
H 0.77 -4.95 1.78  0.1230
C 2.99 6.58 1.62  -0.0819
O 2.54 5.35 1.97  0.0203
C 2.98 4.25 1.36  -0.4524
O 3.78 4.18 0.38  0.0662
O 2.32 3.23 1.94  0.0254
C 2.35 1.95 1.29  -0.1979
H 2.45 6.91 0.74  0.0928
H 4.02 6.51 1.26  0.0986
H 2.94 7.27 2.46  0.0996
H 1.73 1.97 0.39  0.0112
H 1.96 1.12 1.86  0.1179
H 3.38 1.75 0.99  0.0165

=====

(4)
C29H59NO16 | the ωB97M-V functional and the def2-TZVPD basis

E_tot: -2398.97803 Eh
SMILES: C[N+](=O)[O-].CCOC(C)=O.CCOC(C)=O.CCOC(C)=O.CCOC(C)=O.CCOC(C)=O.CCOC(C)=O.CCOC(C)=O
Orbital gap: 10.0 eV
Spin multiplicity: 1
HOMO energy: -9.76 eV

Each line ends with the Löwdin charge.
Element x y z (Å)
C -9.52 5.50 -23.87  0.0360
N -9.73 4.62 -22.71  -0.4047
O -8.77 4.48 -21.98  0.0618
O -10.81 4.08 -22.54  0.0576
H -9.34 6.50 -23.49  0.0796
H -10.37 5.33 -24.52  0.0937
H -8.66 5.25 -24.48  0.0739
C -11.30 8.64 -26.37  -0.0564
C -12.68 9.28 -26.32  -0.2306
O -12.78 10.39 -27.21  -0.0058
C -13.30 10.14 -28.42  -0.5488
C -13.28 11.36 -29.28  0.0190
O -13.75 9.08 -28.76  0.1080
H -10.49 9.36 -26.38  0.0795
H -11.25 8.10 -27.33  0.0791
H -11.20 7.92 -25.56  0.0643
H -13.45 8.53 -26.48  0.1148
H -12.84 9.69 -25.32  0.1177
H -14.01 12.08 -28.89  0.0934
H -13.55 11.13 -30.31  0.0863
H -12.32 11.86 -29.21  0.0883
C -11.06 3.92 -19.10  -0.0606
C -11.94 3.93 -17.88  -0.2040
O -11.15 4.16 -16.69  -0.0098
C -11.00 5.40 -16.23  -0.5561
C -10.01 5.44 -15.08  0.0185
O -11.59 6.37 -16.61  0.1106
H -11.66 3.81 -20.00  0.0706
H -10.25 3.21 -19.05  0.0738
H -10.61 4.92 -19.16  0.0672
H -12.75 4.65 -17.99  0.1210
H -12.42 2.96 -17.71  0.1182
H -9.45 6.37 -15.16  0.0831
H -9.28 4.64 -15.20  0.0805
H -10.55 5.33 -14.15  0.0868
C -9.30 1.14 -21.06  -0.0456
C -10.69 0.93 -21.66  -0.2223
O -10.95 -0.47 -21.78  -0.0067
C -11.59 -1.04 -20.76  -0.5464
C -11.80 -2.51 -20.99  0.0225
O -11.86 -0.46 -19.73  0.0962
H -8.53 0.94 -21.81  0.0668
H -9.11 0.48 -20.22  0.0849
H -9.15 2.18 -20.75  0.0500
H -11.45 1.46 -21.09  0.1075
H -10.64 1.41 -22.64  0.0978
H -12.43 -2.93 -20.22  0.0862
H -10.83 -3.01 -20.97  0.0929
H -12.24 -2.68 -21.97  0.0879
C -14.25 2.43 -24.02  -0.0640
C -15.40 1.92 -23.18  -0.2136
O -14.85 1.62 -21.88  -0.0160
C -15.70 1.06 -21.01  -0.5579
C -15.03 0.52 -19.78  0.0272
O -16.86 0.88 -21.25  0.0997
H -13.80 3.30 -23.55  0.0634
H -14.59 2.72 -25.01  0.0811
H -13.48 1.66 -24.16  0.0766
H -16.17 2.67 -23.03  0.1259
H -15.82 1.00 -23.59  0.1260
H -14.12 1.04 -19.50  0.0695
H -14.79 -0.52 -20.00  0.0896
H -15.78 0.50 -18.99  0.0889
C -8.86 6.10 -27.37  -0.0503
C -7.38 6.30 -27.04  -0.2058
O -7.01 7.68 -27.18  0.0043
C -7.32 8.45 -26.15  -0.5497
C -6.92 9.89 -26.35  0.0277
O -7.89 8.05 -25.16  0.0852
H -9.01 6.17 -28.45  0.0845
H -9.45 6.89 -26.91  0.0385
H -9.22 5.17 -26.94  0.0759
H -7.11 5.93 -26.06  0.1080
H -6.79 5.75 -27.77  0.1225
H -7.66 10.42 -26.95  0.0896
H -5.96 9.99 -26.84  0.0867
H -6.86 10.33 -25.35  0.0888
C -13.39 6.71 -23.65  -0.0589
C -13.07 6.72 -22.17  -0.2049
O -11.75 7.28 -22.04  -0.0318
C -11.22 7.34 -20.80  -0.5497
C -9.77 7.78 -20.88  0.0346
O -11.80 7.10 -19.78  0.1189
H -14.32 6.17 -23.82  0.0821
H -12.60 6.25 -24.23  0.0616
H -13.54 7.72 -24.02  0.0635
H -13.79 7.30 -21.59  0.1282
H -13.03 5.71 -21.77  0.1144
H -9.45 7.95 -21.90  0.0668
H -9.25 6.95 -20.39  0.0884
H -9.62 8.66 -20.26  0.0922
C -4.92 2.52 -24.83  -0.0651
C -5.95 2.28 -23.75  -0.2229
O -6.85 1.23 -24.11  -0.0061
C -7.91 1.58 -24.84  -0.5461
C -8.76 0.39 -25.20  0.0391
O -8.18 2.72 -25.13  0.0824
H -4.28 3.37 -24.60  0.0808
H -5.39 2.63 -25.81  0.0776
H -4.25 1.66 -24.96  0.0798
H -5.49 1.99 -22.81  0.1264
H -6.49 3.21 -23.56  0.1101
H -8.22 -0.54 -25.07  0.0882
H -9.15 0.51 -26.21  0.0907
H -9.64 0.38 -24.55  0.0788